(1)
Density functional theory data (wB97M-V/def2-TZVPD) for a molecular structure, C29H24N3O8V.

The highest occupied orbital energy (spin up / spin down) comes out at -4.18 / -5.01 eV. For the total energy, the calculation gives -76998.139 eV. For the orbital gap (spin up / spin down), the calculation gives 6.38 / 7.20 eV. The total charge is -1. The spin multiplicity is 4.

Last column: natural (NBO) charge in e.
Geometry (Å):
V 0.54483 -0.80456 0.18233  1.228
O -1.88750 -1.90173 -2.21954  -0.659
C -1.13769 -2.24066 -1.31684  0.770
O 0.11831 -2.16271 -1.28865  -0.799
C -1.73403 -2.96020 -0.09719  -0.231
C -2.63979 -3.97061 -0.37518  -0.118
C -3.15805 -4.76320 0.66422  -0.065
C -2.77625 -4.59352 1.98493  -0.133
C -1.86731 -3.57441 2.25070  -0.109
C -1.36836 -2.66207 1.26744  0.488
O -0.69411 -1.62353 1.57659  -0.757
N -1.40443 -3.48304 3.64029  0.537
O -0.28329 -3.00615 3.90432  -0.424
O -2.14562 -3.91115 4.50578  -0.397
N -4.10291 -5.82059 0.34890  0.534
O -4.54314 -6.49352 1.27566  -0.420
O -4.41825 -5.98124 -0.82397  -0.404
H -2.94333 -4.13872 -1.39429  0.259
H -3.15862 -5.22865 2.77422  0.267
O 1.92037 -2.81041 1.25243  -0.716
C 3.31395 -2.87710 1.26473  -0.047
C 3.96595 -1.53962 1.63631  -0.421
C 3.68133 -0.46435 0.56998  -0.433
C 2.95380 0.73864 1.11282  0.235
C 3.59973 1.94220 1.35593  -0.250
C 2.91692 2.96046 1.98622  -0.157
C 1.61829 2.72929 2.37688  -0.256
C 1.03634 1.50931 2.06440  0.093
N 1.66924 0.55931 1.40719  -0.498
H 1.54690 -2.80923 2.17351  0.505
H 3.57670 -3.17102 0.23775  0.178
H 3.62692 -3.68880 1.93899  0.170
H 5.04032 -1.66055 1.78559  0.211
H 3.56339 -1.21266 2.60250  0.211
H 3.08065 -0.92180 -0.23274  0.222
H 4.61132 -0.13936 0.08616  0.220
H 4.63258 2.05256 1.06281  0.215
H 3.39387 3.90933 2.17544  0.215
H 1.03507 3.47155 2.89290  0.225
H 0.00697 1.29175 2.32419  0.228
C 0.50404 4.25911 -4.87430  -0.247
C 1.71243 3.82262 -4.35807  -0.223
C 1.73212 2.85651 -3.37377  -0.226
C 0.55412 2.31140 -2.86435  0.050
C -0.65279 2.73600 -3.42287  -0.226
C -0.67393 3.69924 -4.40739  -0.198
C 0.64486 1.27589 -1.82539  -0.327
C -0.19221 0.93042 -0.82648  -0.371
C -1.34797 1.75301 -0.47444  -0.082
C -2.62532 1.18350 -0.43315  -0.212
C -3.71662 1.92931 -0.03668  -0.209
C -3.55967 3.24680 0.36605  -0.242
C -2.29556 3.81443 0.36170  -0.238
C -1.20455 3.07989 -0.05269  -0.184
H 0.48104 5.01488 -5.64715  0.199
H 2.64415 4.23352 -4.72801  0.198
H 2.67789 2.51138 -2.97475  0.196
H -1.57217 2.29277 -3.09738  0.226
H -1.62144 4.00711 -4.82379  0.202
H 1.56012 0.68261 -1.96556  0.169
H -2.75047 0.15002 -0.74531  0.234
H -4.69396 1.47095 -0.03301  0.205
H -4.41323 3.82295 0.69051  0.197
H -2.16109 4.83980 0.67579  0.196
H -0.22084 3.52665 -0.06316  0.199

---

(2)
Density functional theory data (wB97M-V/def2-TZVPD) for C2H3N3O in the gas phase.

The highest occupied orbital energy comes out at -9.41 eV. For the total energy, the calculation gives -8637.286 eV. For the orbital gap, the calculation gives 9.82 eV. The value obtained for the relative energy (zero: lowest compared OMol25 entry of this formula, charge and spin) is 309.5 kJ/mol.

Last column: natural (NBO) charge in e.
Geometry (Å):
H -0.90025 0.82429 -2.22363  0.342
N -1.38780 0.28021 -1.51023  -0.672
C -0.62642 0.31244 -0.51875  0.575
N 0.67370 0.77404 -0.38475  -0.472
C 1.06797 0.13930 0.64555  0.243
N 0.06960 -0.46888 1.30171  -0.310
O -1.08238 -0.42176 0.51951  -0.315
H 2.05628 0.17549 1.06847  0.217
H 0.12929 -1.61512 1.10210  0.392

---

(3)
Density functional theory data (wB97M-V/def2-TZVPD) for a molecular structure, C41H89Br15.

The highest occupied orbital energy comes out at -10.12 eV. For the total energy, the calculation gives -1094594.526 eV. For the orbital gap, the calculation gives 9.72 eV. The value obtained for the relative energy (zero: lowest compared OMol25 entry of this formula, charge and spin) is 69.3 kJ/mol.

Last column: Mulliken charge in e.
Geometry (Å):
C 19.48698 14.94108 19.90788  0.651
Br 19.00908 14.06903 21.48185  -0.017
Br 20.91120 16.20225 20.20264  -0.050
Br 17.98995 15.76316 18.95084  -0.070
H 19.77494 14.11782 19.25971  -0.615
C 13.77228 10.63804 21.78404  -0.377
Br 15.26946 9.64494 21.09232  -0.006
Br 12.80675 11.48181 20.38657  0.098
Br 14.29171 12.02725 22.97474  -0.060
H 13.15604 9.88097 22.19908  0.509
C 18.35384 14.81750 14.40488  0.392
Br 17.19252 13.77193 13.32777  0.007
Br 17.60705 16.32961 15.25335  -0.038
Br 19.79224 15.36700 13.26788  -0.071
H 18.85266 14.18378 15.14776  -0.401
C 21.92245 12.47368 16.24800  -0.409
Br 20.47770 12.06881 15.04737  -0.009
Br 22.24491 11.07493 17.56332  -0.037
Br 21.72258 14.20341 17.12554  -0.038
H 22.79184 12.57028 15.61690  0.496
C 13.52625 7.36462 18.48352  -0.387
Br 12.68516 5.61050 18.70005  -0.054
Br 12.35315 8.61126 17.78102  0.241
Br 15.29242 7.04107 17.67096  0.041
H 13.69033 7.70419 19.47866  0.188
C 9.61563 8.98699 14.83253  -1.392
C 11.02634 9.40242 14.45976  0.698
C 11.89268 8.25837 13.95263  -0.887
C 13.35583 8.81771 13.71507  0.659
C 14.35528 7.78997 13.15400  -1.110
C 15.80800 8.24138 13.29932  -0.412
H 9.61686 8.57769 15.86303  0.205
H 9.25617 8.21477 14.20418  0.433
H 8.91156 9.84579 14.89850  0.326
H 10.96148 10.23965 13.75506  0.366
H 11.49072 9.81734 15.34060  -0.590
H 11.43004 7.67820 13.11122  0.430
H 11.93876 7.42462 14.68725  0.245
H 13.33453 9.66581 12.98336  0.352
H 13.75806 9.15109 14.67900  -0.548
H 14.21549 6.81394 13.58500  0.397
H 14.21555 7.51262 12.08687  0.347
H 16.53775 7.45473 13.06653  0.275
H 15.93496 9.13554 12.66752  0.340
H 16.03882 8.55138 14.40227  -0.154
C 19.42199 6.78436 17.37053  -1.645
C 18.54305 7.52160 16.36654  0.870
C 19.36692 7.90185 15.09582  -0.706
C 19.76200 6.76665 14.14176  -0.960
C 19.75656 7.14445 12.64392  0.006
C 20.39384 6.07116 11.73706  -1.397
H 19.61740 5.75857 17.12047  0.404
H 18.98541 6.75111 18.32322  0.446
H 20.41079 7.30790 17.35342  0.302
H 17.72861 6.90296 15.93842  0.118
H 18.17158 8.42345 16.84233  -0.453
H 20.25356 8.44823 15.42231  0.474
H 18.73229 8.57479 14.56878  0.324
H 20.68085 6.42222 14.53887  0.454
H 19.02172 5.97132 14.36048  0.337
H 18.73220 7.30229 12.25182  0.093
H 20.42342 8.03451 12.53660  0.252
H 20.27932 6.34444 10.71030  0.414
H 21.49085 5.88248 12.02049  0.280
H 19.84573 5.19297 11.98121  0.350
C 15.80711 14.35733 27.45368  -1.302
C 15.91929 12.81223 27.45142  -0.575
C 16.61250 12.36924 26.23132  -0.225
C 16.90303 10.84538 26.22296  -0.828
C 18.14566 10.35373 25.42310  -0.567
C 17.98452 10.84085 24.02827  -0.379
H 16.78435 14.83600 27.48022  0.319
H 15.28736 14.81840 28.32694  0.358
H 15.29262 14.66619 26.56944  0.311
H 16.41125 12.52092 28.37593  0.359
H 14.97472 12.36227 27.54193  0.378
H 17.48104 12.91104 26.03085  0.489
H 15.95987 12.66762 25.41065  -0.121
H 16.86367 10.46851 27.25022  0.497
H 16.00731 10.34215 25.89273  0.337
H 19.05709 10.76202 25.79200  0.321
H 18.13159 9.23717 25.48981  0.254
H 18.79713 10.75080 23.30714  0.359
H 17.07753 10.43352 23.53296  -0.030
H 17.68671 11.92608 24.05136  -0.016
C 24.31582 13.67121 25.30612  -0.926
C 25.41445 14.04021 24.32167  -0.487
C 24.78178 14.04461 22.82797  -0.684
C 24.85653 12.62372 22.20244  -0.813
C 24.08603 12.51286 20.87947  -0.727
C 22.57057 12.42549 21.07391  -0.247
H 23.75995 14.59440 25.70158  0.272
H 24.70628 13.15012 26.21136  0.288
H 23.59545 13.02475 24.74975  0.186
H 25.69248 15.07622 24.60200  0.309
H 26.34068 13.45282 24.30980  0.363
H 25.40474 14.70355 22.20837  0.366
H 23.76226 14.47279 22.78798  0.272
H 25.89209 12.45159 22.01701  0.403
H 24.59464 11.81850 22.85040  0.452
H 24.37834 13.31872 20.22562  0.310
H 24.45040 11.64853 20.41653  0.426
H 22.34960 11.35382 21.29576  0.285
H 22.07928 13.15702 21.80943  0.161
H 22.08731 12.44652 20.06747  -0.168
C 14.47840 11.44293 15.75366  -0.560
C 14.96276 12.46160 16.74432  0.580
C 16.42167 12.33561 17.14779  -0.341
C 16.69906 11.21981 18.09992  0.234
C 18.16171 11.02231 18.37100  0.906
C 18.37807 10.07933 19.47905  -1.004
H 14.50911 10.45229 16.22109  -0.090
H 15.09402 11.43162 14.83904  0.224
H 13.45697 11.56312 15.44675  0.328
H 14.86223 13.48522 16.36015  -0.077
H 14.36499 12.40989 17.65281  -0.406
H 16.61517 13.15552 17.80091  0.193
H 17.16578 12.33095 16.27925  -0.132
H 16.15534 11.41430 19.05649  -0.202
H 16.23155 10.27854 17.88301  0.106
H 18.63123 10.70601 17.45241  0.076
H 18.58605 11.97510 18.62464  -0.353
H 17.97988 10.40894 20.43876  0.123
H 17.89496 9.06787 19.25510  0.087
H 19.44392 9.91909 19.57190  0.358
C 9.95995 11.35088 18.79015  -1.562
C 10.87980 12.41072 18.03298  0.282
C 10.26507 12.71015 16.61920  -0.725
C 11.25750 13.40710 15.70262  0.775
C 11.66826 14.78440 16.23671  -0.291
C 12.72223 15.31126 15.25912  -1.397
H 8.93678 11.53074 18.65226  0.414
H 10.21371 11.48015 19.82375  0.519
H 10.23623 10.39116 18.38047  0.191
H 10.74395 13.31865 18.54919  0.569
H 11.90690 12.04041 17.92449  -0.433
H 9.38986 13.32606 16.78135  0.495
H 9.85005 11.77726 16.18407  -0.030
H 12.10030 12.77985 15.71423  -1.001
H 10.85576 13.62174 14.66131  0.525
H 10.86477 15.54662 16.21648  0.299
H 12.14274 14.86160 17.19976  0.356
H 12.27325 15.31534 14.28878  0.402
H 13.06805 16.31030 15.37823  0.427
H 13.67066 14.76796 15.17035  0.228